Record 1
This record from OMol25 describes a structure of composition C13H25AlBeBrCaCl4F4KN4O9P at a distorted geometry. The level of theory is ωB97M-V with the def2-TZVPD basis set.

Summary:
Maximum force (eV/A): 5.44
HOMO-LUMO gap (eV): 0.69

The geometry in ORCA input format:
```
! RIJCOSX wB97M-V def2-TZVPD def2/J DEFGRID3
* xyz 1 1
C 1.0743 -4.7799 -2.9331
C 0.2770 -3.5029 -2.6284
N 1.0185 -2.2861 -2.9692
C 0.4949 -1.2004 -2.1247
O 0.2574 0.0035 -2.7965
C -0.8497 -0.0561 -3.6622
C 1.3994 -1.0489 -0.8832
N 2.1840 -2.2811 -0.6320
P 2.5174 0.4409 -0.9059
N 1.7961 1.5522 -0.1097
O 2.8954 0.9225 -2.4000
O 3.9355 0.0217 -0.2347
H 1.2784 -5.3220 -1.9738
H 2.0427 -4.5014 -3.3531
H 0.4930 -5.4630 -3.6032
H 0.0917 -3.5348 -1.5537
H -0.7126 -3.5211 -3.1080
H 0.8714 -2.1062 -3.9548
H -0.4719 -1.5691 -1.7491
H -0.5281 0.1996 -4.6883
H -1.3008 -1.0542 -3.7120
H -1.5955 0.6865 -3.3621
H 0.7595 -0.9154 -0.0073
H 2.5565 -2.1872 0.3036
H 2.9530 -2.3109 -1.2891
H 1.6633 2.3852 -0.6698
H 3.5859 1.5964 -2.3694
H 3.7301 -0.3052 0.6527
Ca 0.7169 -7.3788 -2.7969
C 0.9935 4.4944 1.5381
C 0.8104 5.4519 0.5484
C 0.4564 6.7465 0.8900
C 0.2937 7.0676 2.2252
C 0.4657 6.1239 3.2220
C 0.8175 4.8294 2.8718
N -0.0587 8.4465 2.5908
O -0.2212 9.2447 1.6899
O -0.1640 8.7084 3.7690
H 1.2752 3.4832 1.2725
H 0.9469 5.1893 -0.4932
H 0.3145 7.4896 0.1193
H 0.3316 6.3837 4.2620
H 0.9597 4.0742 3.6363
Br -0.6570 -6.0605 -5.3342
C 0.3202 1.0020 4.2236
Cl -1.3128 1.4222 3.7445
Cl 1.2700 0.5359 2.8015
Cl 1.0852 2.3452 5.0885
H 0.2752 0.1524 4.8931
F -1.4844 -1.8974 3.8090
Al -2.4486 -2.1208 2.4403
F -4.0631 -2.5119 2.8732
F -1.7998 -3.3862 1.4453
F -2.4711 -0.6384 1.5064
C -2.7725 -5.3392 5.0798
O -3.8709 -5.8523 5.5998
O -2.7943 -4.5405 4.0874
O -1.6446 -5.4051 5.6954
K -4.0553 -2.0369 0.1850
Be -3.8184 -4.4082 6.2984
Cl -5.9569 -3.3018 5.4327
O -0.9821 0.4164 -6.8890
H -1.7881 -0.1227 -7.0386
H -1.1553 1.3709 -7.0428
H -0.2303 0.0946 -7.4319
*
```


Record 2
This record from OMol25 describes a structure of composition C18H21NO6 at a distorted geometry. The level of theory is ωB97M-V with the def2-TZVPD basis set.

Summary:
Maximum force (eV/A): 17.05
HOMO-LUMO gap (eV): 7.65
Relative energy (zero: lowest compared OMol25 entry of this formula, charge and spin) (kJ/mol): 1629.13

The geometry in ORCA input format:
```
! RIJCOSX wB97M-V def2-TZVPD def2/J DEFGRID3
* xyz 0 1
C 3.5986 -0.1059 2.9231
H 3.9072 -0.5662 3.7433
H 4.4677 0.0596 2.1099
H 3.3395 0.8934 3.1070
O 2.8657 -0.8687 2.2144
C 2.2099 -0.4204 1.1789
O 2.6165 0.6134 0.8546
C 1.1868 -1.2325 0.3515
C 0.7459 -2.4404 1.0023
C -0.2493 -3.1366 0.5726
C -1.0628 -2.8907 -0.7549
C -0.4843 -1.7628 -1.3989
C 0.7240 -0.7757 -0.7407
N 0.8331 0.3519 -1.4231
C 0.5750 0.8868 -2.6328
O -0.3997 0.3788 -3.1586
C 1.2567 2.3051 -2.7125
H 0.6887 2.6346 -3.6336
H 2.1709 2.1089 -3.2117
C 0.9751 3.2117 -1.6247
C -0.2538 3.3769 -1.2731
C -1.6936 3.0319 -1.6875
C -2.6274 3.5605 -0.8636
C -1.9702 4.0534 0.3330
O -0.4656 3.9528 -0.2939
C -2.3023 4.7925 1.4543
H -1.7516 4.2087 2.4579
H -2.0426 5.7487 1.4376
H -3.4104 4.6472 1.6539
H -3.5860 3.5586 -0.8719
H -1.7685 2.6607 -2.8226
H 1.5963 4.1532 -2.0988
H 1.6479 2.9388 -0.8569
H 1.7674 0.8301 -0.8040
H -0.9120 -1.3792 -2.1588
O -2.0647 -3.4409 -1.4251
C -2.3498 -4.6421 -0.9769
H -1.9019 -5.4201 -0.5789
H -3.2542 -4.9363 -1.5857
H -3.0785 -4.6308 0.1529
O -0.7527 -4.2305 1.3188
C -0.2934 -4.8445 2.5386
H -0.2323 -4.0642 3.2303
H 1.0739 -4.9171 2.3651
H -0.5709 -5.7801 2.5881
H 1.2315 -2.4726 2.0014
*
```